[1]
ORCA calculation (ωB97M-V/def2-TZVPD) on C21H22FHfIN4O7S5 as an isolated structure.

Structure (ORCA input):
```
! wB97M-V def2-TZVPD RIJCOSX def2/J DEFGRID3
* xyz 0 1
Hf 0.46 0.17 0.26
C -2.10 1.04 7.05
C -0.87 1.92 6.90
N -0.07 1.56 5.72
C -0.32 2.19 4.55
C 0.21 1.84 3.35
C -0.21 2.61 2.13
O -0.91 3.59 2.24
O 0.27 2.12 1.03
C 1.11 0.74 3.29
O 1.57 0.25 2.25
C 1.47 0.13 4.57
C 2.38 -0.93 4.55
C 2.58 -1.64 5.70
F 3.47 -2.66 5.73
C 1.86 -1.36 6.87
C 1.01 -0.28 6.90
C 0.82 0.50 5.74
N 1.96 -2.22 8.01
C 3.03 -1.97 8.96
C 2.50 -2.34 10.35
N 1.31 -3.25 10.15
C 1.63 -4.32 9.15
C 1.79 -3.64 7.78
H -2.66 1.33 7.94
H -1.83 -0.01 7.14
H -2.75 1.14 6.18
H -0.22 1.89 7.78
H -1.16 2.96 6.77
H -1.03 3.01 4.58
H 2.85 -1.21 3.62
H 0.44 -0.11 7.80
H 3.31 -0.92 8.94
H 3.93 -2.55 8.72
H 2.14 -1.47 10.90
H 3.22 -2.88 10.96
H 0.57 -2.67 9.75
H 1.00 -3.64 11.04
H 0.83 -5.05 9.17
H 2.55 -4.80 9.50
H 0.90 -3.79 7.16
H 2.64 -4.10 7.26
S -1.46 1.41 -0.89
S -2.20 0.32 -2.46
S -0.79 0.72 -3.94
S 0.98 0.35 -2.94
O -1.41 -2.91 1.62
S -0.45 -1.90 1.96
O 0.01 -1.97 3.34
O -1.00 -0.49 1.66
O 0.71 -1.88 0.98
I 3.26 0.16 -0.49
C 0.75 -1.39 -2.62
C 1.33 -2.34 -3.44
C 1.01 -3.66 -3.20
C 0.14 -3.95 -2.15
C -0.34 -2.92 -1.35
N -0.03 -1.63 -1.57
H 1.99 -2.02 -4.24
H 1.43 -4.45 -3.80
H -0.15 -4.96 -1.92
H -0.97 -3.13 -0.50
*
```

Computed properties:
LUMO in eV: -1.763
HOMO level in eV: -6.554
ΔE to the lowest compared entry with this formula, charge and spin in eV: 0.321
E in eV: -108734.022
Molecular weight in g mol⁻¹: 927.16

=====

[2]
ORCA calculation (ωB97M-V/def2-TZVPD) on C3H3BaLiO2 as an isolated structure.

Structure (ORCA input):
```
! wB97M-V def2-TZVPD RIJCOSX def2/J DEFGRID3
* xyz 1 2
O -1.71 -0.08 -0.46
Li -2.90 -1.44 -0.66
C 0.60 1.36 0.47
C 0.03 0.04 0.63
O 1.85 0.88 0.03
C 1.36 -0.48 0.08
H -0.38 -0.32 1.58
H 1.31 -0.92 -0.93
H 1.96 -1.11 0.75
Ba -2.12 2.08 -1.48
*
```

Computed properties:
LUMO (spin up / spin down) in eV: -4.361 / -4.629
Expectation value of S²: 0.76
HOMO level (spin up / spin down) in eV: -9.559 / -10.701
ΔE to the lowest compared entry with this formula, charge and spin in eV: 0.000
E in eV: -8142.417
Molecular weight in g mol⁻¹: 215.32

=====

[3]
ORCA calculation (ωB97M-V/def2-TZVPD) on a 2-piece molecular cluster, C22H49BN6O8PS overall.

Structure (ORCA input):
```
! wB97M-V def2-TZVPD RIJCOSX def2/J DEFGRID3
* xyz -1 1
C -5.46 -6.08 -0.44
C -6.32 -5.41 0.65
C -6.52 -3.90 0.50
C -5.23 -3.10 0.25
C -4.08 -3.45 1.21
C -3.43 -2.21 1.85
C -2.11 -1.85 1.18
C -1.56 -0.51 1.67
C -0.22 -0.13 1.04
N -0.26 0.80 -0.15
C -1.45 1.58 -0.42
C -2.54 0.75 -1.05
O -2.31 -0.24 -1.71
C 0.80 0.91 -0.89
N 1.08 1.71 -1.95
C 2.37 2.39 -1.53
C 3.22 3.04 -2.63
C 3.63 2.24 -3.86
C 2.50 1.94 -4.88
C 2.70 0.61 -5.60
O 3.60 0.72 -6.69
B 1.91 3.65 -0.63
N 2.78 4.51 0.11
O 0.56 3.96 -0.64
C 3.00 1.20 -0.70
O 4.23 0.76 -1.18
C 3.10 1.56 0.76
C 3.51 0.43 1.69
C 3.59 1.00 3.11
C 2.13 1.38 3.39
N 2.10 2.71 4.03
N 1.95 0.13 -0.62
P 2.02 -1.10 -1.83
N 3.18 -2.11 -1.59
H -4.97 -5.36 -1.09
H -6.07 -6.75 -1.05
H -4.67 -6.68 0.01
H -7.30 -5.89 0.64
H -5.89 -5.65 1.62
H -6.93 -3.54 1.44
H -7.25 -3.73 -0.29
H -5.47 -2.04 0.34
H -4.91 -3.27 -0.78
H -3.32 -4.01 0.66
H -4.46 -4.07 2.02
H -4.11 -1.36 1.85
H -3.20 -2.44 2.89
H -1.37 -2.61 1.48
H -2.18 -1.90 0.09
H -2.31 0.27 1.61
H -1.35 -0.64 2.73
H 0.36 0.40 1.80
H 0.34 -1.03 0.80
H -1.26 2.41 -1.09
H -1.81 2.01 0.51
H -3.57 1.12 -0.90
H 0.37 2.30 -2.36
H 2.69 3.95 -2.95
H 4.12 3.38 -2.12
H 4.36 2.86 -4.38
H 4.14 1.32 -3.60
H 1.51 2.03 -4.45
H 2.57 2.69 -5.67
H 1.76 0.21 -5.98
H 3.10 -0.15 -4.91
H 4.30 1.33 -6.46
H 3.76 4.31 0.01
H 2.55 4.53 1.10
H 0.43 4.91 -0.66
H 4.29 -0.20 -1.04
H 2.09 1.83 1.07
H 3.76 2.41 0.93
H 2.73 -0.33 1.73
H 4.44 -0.05 1.40
H 4.29 1.84 3.21
H 3.97 0.24 3.79
H 1.69 0.70 4.12
H 1.54 1.37 2.48
H 2.80 3.33 3.63
H 1.18 3.12 3.92
H 0.74 -1.64 -1.69
H 2.11 -0.49 -3.09
H 3.79 -2.14 -2.39
O -1.19 1.73 4.28
S -1.18 0.65 5.34
O -0.97 1.26 6.68
O -0.05 -0.29 5.02
O -2.47 -0.10 5.30
*
```

Computed properties:
LUMO in eV: 1.023
HOMO level in eV: -2.473
E in eV: -69728.875
Molecular weight in g mol⁻¹: 599.52

=====

[4]
ORCA calculation (ωB97M-V/def2-TZVPD) on C4H12NS2 as an isolated structure.

Structure (ORCA input):
```
! wB97M-V def2-TZVPD RIJCOSX def2/J DEFGRID3
* xyz 1 1
N 1.88 1.28 0.92
C 0.53 1.33 1.27
C -0.16 -0.05 1.44
S 0.67 -1.40 0.59
S -0.75 1.10 -1.43
C -0.28 -0.61 -1.50
C -1.54 -1.48 -1.27
H 1.37 1.49 -1.08
H 1.82 1.40 -0.27
H 2.22 0.34 1.06
H 0.02 1.74 0.42
H 0.46 1.93 2.18
H -1.23 0.04 1.21
H -0.15 -0.40 2.48
H 0.14 -0.74 -2.51
H 0.58 -0.94 -0.78
H -1.68 -1.51 -0.20
H -1.30 -2.49 -1.62
H -2.40 -1.03 -1.76
*
```

Computed properties:
LUMO in eV: -7.089
HOMO level in eV: -13.792
ΔE to the lowest compared entry with this formula, charge and spin in eV: 8.309
E in eV: -27488.674
Molecular weight in g mol⁻¹: 138.28

=====

[5]
ORCA calculation (ωB97M-V/def2-TZVPD) on a 2-piece molecular cluster, C4H9N2O2 overall.

Structure (ORCA input):
```
! wB97M-V def2-TZVPD RIJCOSX def2/J DEFGRID3
* xyz -1 1
O 1.26 1.21 -0.86
C 0.11 0.61 -0.80
N -0.38 -0.41 -1.44
C 1.33 -2.44 -0.23
O 0.84 -3.18 0.60
C -0.52 0.98 0.62
C -0.35 2.42 1.03
N -1.95 0.53 0.81
H -1.38 -0.13 -1.42
H 2.06 -1.61 0.12
H 0.94 -2.17 -1.25
H -0.04 0.29 1.41
H 0.68 2.71 1.09
H -0.73 2.52 2.03
H -0.83 3.14 0.32
H -1.97 -0.41 0.24
H -2.61 1.15 0.25
*
```

Computed properties:
LUMO in eV: 4.097
HOMO level in eV: -3.784
ΔE to the lowest compared entry with this formula, charge and spin in eV: 2.848
E in eV: -11368.317
Molecular weight in g mol⁻¹: 117.13

=====

[6]
ORCA calculation (ωB97M-V/def2-TZVPD) on C32H25CuIN4O2PS as an isolated structure.

Structure (ORCA input):
```
! wB97M-V def2-TZVPD RIJCOSX def2/J DEFGRID3
* xyz 1 2
Cu 0.04 -0.17 -1.16
N 1.59 1.99 -6.33
C 1.88 1.71 -5.03
C 2.47 2.68 -4.20
C 2.72 2.40 -2.88
C 2.38 1.16 -2.34
C 1.83 0.18 -3.16
C 1.59 0.45 -4.49
S 2.63 0.86 -0.64
O 3.98 1.05 -0.26
O 1.98 -0.41 -0.36
N 1.69 1.95 0.19
C 1.15 2.93 -0.33
N -1.08 1.50 -1.60
C -1.16 2.39 -2.58
C -0.95 3.80 -2.51
C -0.20 4.50 -1.64
N 0.71 3.94 -0.76
H 2.00 2.81 -6.75
H 1.38 1.24 -6.96
H 2.73 3.64 -4.61
H 3.20 3.15 -2.26
H 1.66 -0.83 -2.79
H 1.18 -0.33 -5.13
H -1.50 1.99 -3.54
H -1.44 4.39 -3.27
H -0.17 5.58 -1.65
I -2.06 2.01 0.22
C -4.01 1.37 -0.12
C -4.88 2.43 -0.21
C -6.26 2.23 -0.37
C -6.73 0.96 -0.44
C -5.85 -0.15 -0.38
C -6.43 -1.44 -0.46
C -5.66 -2.56 -0.41
C -4.27 -2.41 -0.30
C -3.64 -1.18 -0.22
P -1.81 -1.34 -0.16
C -1.51 -2.67 -1.37
C -1.15 -3.97 -1.03
C -0.85 -4.89 -2.03
C -0.92 -4.53 -3.36
C -1.29 -3.23 -3.71
C -1.57 -2.30 -2.72
C -1.46 -2.08 1.46
C -0.12 -2.38 1.74
C 0.24 -2.89 2.97
C -0.73 -3.08 3.96
C -2.05 -2.76 3.70
C -2.42 -2.26 2.45
C -4.44 0.01 -0.23
H -4.51 3.45 -0.14
H -6.93 3.08 -0.42
H -7.78 0.76 -0.55
H -7.51 -1.51 -0.56
H -6.10 -3.55 -0.47
H -3.67 -3.30 -0.30
H -1.09 -4.26 0.01
H -0.57 -5.90 -1.76
H -0.69 -5.25 -4.13
H -1.35 -2.94 -4.75
H -1.86 -1.29 -3.00
H 0.65 -2.21 0.99
H 1.27 -3.13 3.17
H -0.44 -3.47 4.92
H -2.80 -2.89 4.46
H -3.45 -2.02 2.26
*
```

Computed properties:
LUMO (spin up / spin down) in eV: -3.385 / -3.706
Expectation value of S²: 0.77
HOMO level (spin up / spin down) in eV: -9.610 / -10.526
ΔE to the lowest compared entry with this formula, charge and spin in eV: 2.996
E in eV: -116499.984
Molecular weight in g mol⁻¹: 751.07